{
  "formula": "C10H16OSSi",
  "method": "ωB97M-V with the def2-TZVPD basis set",
  "orbital_gap_ev": [7.7, 6.5],
  "lumo_energy_ha": [-0.009, 0.001],
  "relative_energy_kj_mol": 442.91,
  "symbols": ["C", "C", "C", "C", "C", "C", "C", "C", "C", "C", "O", "Si", "S", "H", "H", "H", "H", "H", "H", "H", "H", "H", "H", "H", "H", "H", "H", "H", "H"],
  "xyz": [[4.73, -0.57, -0.24], [3.93, 0.08, -1.19], [4.08, -1.28, 0.78], [2.52, 0.18, -1.04], [2.71, -1.28, 0.97], [1.93, -0.46, 0.11], [-2.70, 1.86, 1.82], [-1.93, 2.39, 0.62], [-2.04, 1.32, -0.55], [-2.30, -2.79, -1.71], [-0.81, 0.48, -0.55], [0.08, -0.59, 0.37], [-3.31, -1.73, -0.59], [5.72, -0.57, -0.34], [4.34, 0.55, -2.06], [4.57, -1.72, 1.64], [1.94, 0.64, -1.85], [2.43, -1.46, 2.00], [-3.40, 1.21, 1.31], [-2.07, 1.31, 2.54], [-3.28, 2.65, 2.31], [-0.88, 2.50, 1.01], [-2.29, 3.37, 0.26], [-2.96, 0.65, -0.38], [-2.03, 1.76, -1.58], [-2.93, -3.18, -2.51], [-1.32, -2.38, -2.04], [-0.32, -0.62, 1.79], [-4.41, -2.32, -0.90]],
  "lowdin_charge": [-0.07, -0.08, -0.10, -0.08, -0.14, -0.33, -0.12, -0.23, -0.22, -0.36, -0.38, 0.70, 0.68, 0.06, 0.09, 0.10, 0.10, 0.10, 0.05, 0.07, 0.07, 0.11, 0.10, 0.02, 0.12, -0.02, -0.01, -0.05, -0.19]
}